A | A 13-piece molecular cluster, C39H91N13O13 overall, computed with the ωB97M-V functional and the def2-TZVPD basis.

XYZ file:
```
156
C39H91N13O13 (the ωB97M-V functional and the def2-TZVPD basis)
C -0.355 -1.422 -0.293
O 0.598 -2.116 -0.715
N -0.132 -0.273 0.326
C -1.125 0.659 0.849
C 1.285 0.126 0.672
H -1.425 -1.630 -0.447
H -0.879 0.953 1.870
H -2.070 0.117 0.898
H -1.294 1.546 0.238
H 1.140 0.969 1.348
H 1.876 -0.715 1.035
H 1.765 0.356 -0.279
C 5.704 2.408 2.435
O 5.155 1.777 3.315
N 6.938 2.951 2.444
C 7.466 3.740 1.302
C 7.878 2.807 3.613
H 5.160 2.612 1.499
H 6.682 4.027 0.602
H 8.213 3.239 0.686
H 7.856 4.715 1.594
H 7.633 1.950 4.240
H 8.920 2.741 3.300
H 7.892 3.752 4.154
C -4.733 1.526 2.941
O -3.665 1.133 2.504
N -5.207 2.758 2.667
C -6.651 3.079 2.779
C -4.417 3.756 1.819
H -5.345 1.023 3.705
H -7.222 2.517 2.040
H -6.940 4.120 2.923
H -6.957 2.697 3.753
H -4.534 4.824 2.007
H -3.357 3.530 1.933
H -4.647 3.444 0.800
C 3.903 -1.459 -1.363
O 4.033 -0.458 -2.135
N 4.461 -1.462 -0.111
C 4.253 -2.639 0.800
C 5.218 -0.414 0.485
H 3.378 -2.378 -1.666
H 5.157 -3.236 0.926
H 3.384 -3.212 0.476
H 4.155 -2.327 1.840
H 6.250 -0.762 0.541
H 5.049 0.435 -0.177
H 4.827 -0.108 1.456
C 0.570 -4.493 -5.800
O 0.062 -4.610 -6.909
N 0.492 -3.419 -4.984
C 1.153 -3.503 -3.606
C -0.181 -2.159 -5.339
H 1.203 -5.294 -5.388
H 1.623 -4.439 -3.305
H 0.315 -3.263 -2.951
H 1.903 -2.724 -3.465
H 0.558 -1.371 -5.193
H -0.622 -2.210 -6.334
H -0.995 -2.092 -4.617
C -1.079 5.598 -1.117
O -0.977 6.731 -0.653
N -2.274 5.111 -1.492
C -2.482 3.714 -1.899
C -3.571 5.890 -1.507
H -0.224 4.941 -1.341
H -1.566 3.123 -1.879
H -2.825 3.707 -2.934
H -3.317 3.314 -1.325
H -4.462 5.401 -1.115
H -3.382 6.857 -1.041
H -3.829 6.191 -2.522
C -6.834 -1.468 3.245
O -7.638 -0.532 3.314
N -6.069 -1.762 2.182
C -5.200 -3.007 2.160
C -5.993 -0.965 0.960
H -6.707 -2.216 4.043
H -4.169 -2.663 2.081
H -5.423 -3.655 1.312
H -5.422 -3.622 3.033
H -5.354 -0.082 0.989
H -5.631 -1.514 0.091
H -6.950 -0.517 0.694
C -3.530 -4.152 -0.907
O -3.190 -3.136 -0.285
N -4.395 -4.231 -1.874
C -5.109 -5.441 -2.278
C -5.121 -3.007 -2.284
H -3.264 -5.196 -0.679
H -5.951 -5.640 -1.615
H -4.498 -6.340 -2.190
H -5.618 -5.238 -3.220
H -5.201 -2.912 -3.367
H -6.111 -2.753 -1.903
H -4.516 -2.148 -1.997
C 3.953 -7.916 -0.278
O 4.710 -8.805 0.167
N 2.602 -7.985 -0.363
C 1.774 -6.764 -0.630
C 1.854 -9.158 0.060
H 4.261 -6.904 -0.581
H 1.039 -6.904 -1.423
H 2.288 -5.864 -0.967
H 1.219 -6.522 0.277
H 1.283 -9.363 -0.845
H 2.520 -10.012 0.179
H 1.182 -8.886 0.874
C -2.463 -1.984 4.890
O -3.336 -2.752 5.220
N -1.449 -2.193 4.021
C -1.383 -3.495 3.222
C -0.335 -1.263 3.781
H -2.500 -0.912 5.139
H -1.484 -3.338 2.148
H -2.145 -4.168 3.615
H -0.456 -4.058 3.332
H -0.409 -0.500 3.006
H -0.066 -0.702 4.676
H 0.551 -1.776 3.407
C 3.583 4.032 -2.979
O 3.561 3.039 -3.714
N 3.628 3.923 -1.606
C 3.827 5.129 -0.753
C 3.573 2.612 -0.908
H 3.476 5.069 -3.333
H 4.363 5.897 -1.312
H 4.351 4.720 0.111
H 2.835 5.414 -0.405
H 4.568 2.228 -0.682
H 2.939 2.799 -0.041
H 3.019 1.819 -1.410
C 0.440 4.555 2.044
O -0.158 3.596 1.493
N 1.448 4.440 2.891
C 2.438 5.517 3.310
C 1.762 3.179 3.552
H 0.266 5.608 1.774
H 2.198 6.459 2.819
H 3.406 5.190 2.930
H 2.662 5.571 4.375
H 1.025 2.439 3.239
H 2.821 2.934 3.463
H 1.676 3.154 4.638
C -1.432 1.385 -4.921
O -1.986 0.330 -4.729
N -0.252 1.803 -4.482
C 0.309 3.134 -4.828
C 0.631 1.021 -3.595
H -1.818 2.153 -5.609
H -0.316 4.023 -4.740
H 0.862 3.072 -5.766
H 1.080 3.253 -4.066
H 0.691 1.523 -2.629
H 0.308 0.009 -3.350
H 1.535 0.721 -4.126
```

The total charge is 0. Its HOMO-LUMO gap is 8.808 eV. As for the lowest unoccupied orbital energy: 0.13 eV. As for the highest occupied orbital energy: -8.68 eV.

=====

B | A 13-piece molecular cluster, C39H91N13O13 overall, computed with the ωB97M-V functional and the def2-TZVPD basis.

XYZ file:
```
156
C39H91N13O13 (the ωB97M-V functional and the def2-TZVPD basis)
C -0.396 -13.392 4.539
O 0.135 -13.677 3.437
N -0.280 -12.192 5.115
C -1.176 -11.774 6.293
C 0.438 -11.022 4.576
H -0.910 -14.126 5.179
H -1.780 -10.887 6.100
H -0.596 -11.621 7.203
H -1.769 -12.644 6.573
H 1.104 -11.226 3.738
H -0.297 -10.411 4.054
H 0.918 -10.345 5.283
C 8.950 -14.720 -0.389
O 9.390 -13.735 -0.937
N 7.663 -14.863 0.008
C 7.214 -16.063 0.626
C 6.742 -13.684 -0.178
H 9.536 -15.610 -0.112
H 6.350 -16.403 0.056
H 6.917 -15.758 1.629
H 8.036 -16.777 0.678
H 7.145 -12.815 -0.698
H 5.730 -13.954 -0.480
H 6.450 -13.325 0.809
C 2.508 -18.273 7.078
O 2.786 -17.444 6.257
N 1.575 -19.219 7.011
C 0.785 -19.412 5.792
C 1.304 -20.075 8.143
H 3.069 -18.353 8.022
H 0.663 -20.442 5.455
H 1.261 -18.804 5.023
H -0.187 -18.968 6.004
H 0.271 -20.194 8.468
H 1.629 -21.090 7.910
H 1.841 -19.899 9.075
C 3.222 -17.130 0.211
O 4.183 -17.899 0.107
N 2.786 -16.540 1.391
C 1.509 -15.836 1.400
C 3.502 -16.754 2.647
H 2.623 -16.932 -0.691
H 0.822 -16.558 1.841
H 1.173 -15.518 0.413
H 1.422 -14.951 2.030
H 3.854 -15.791 3.016
H 2.835 -17.230 3.366
H 4.420 -17.340 2.591
C 6.101 -18.998 5.103
O 6.465 -18.926 3.936
N 6.932 -19.038 6.205
C 6.442 -19.298 7.530
C 8.328 -18.907 6.071
H 5.038 -18.973 5.388
H 5.373 -19.502 7.457
H 6.650 -18.494 8.236
H 6.838 -20.212 7.974
H 8.629 -17.889 6.319
H 8.913 -19.381 6.859
H 8.734 -19.244 5.117
C 3.376 -14.135 -2.929
O 2.444 -14.789 -2.521
N 3.526 -12.828 -2.713
C 4.751 -12.173 -3.236
C 2.625 -12.046 -1.883
H 4.125 -14.534 -3.631
H 5.345 -11.639 -2.493
H 4.452 -11.415 -3.960
H 5.495 -12.808 -3.716
H 2.220 -11.130 -2.315
H 1.846 -12.638 -1.402
H 3.295 -11.727 -1.084
C 4.589 -13.623 4.570
O 5.313 -13.847 3.579
N 4.419 -12.386 5.047
C 3.318 -12.131 6.077
C 5.189 -11.222 4.538
H 3.930 -14.266 5.173
H 2.505 -11.578 5.607
H 3.610 -11.484 6.904
H 2.962 -13.049 6.546
H 6.095 -11.393 3.956
H 4.546 -10.588 3.927
H 5.595 -10.669 5.385
C 2.150 -16.824 -4.977
O 2.476 -15.809 -5.525
N 0.999 -16.955 -4.228
C 0.744 -18.123 -3.299
C -0.068 -15.866 -4.200
H 2.858 -17.663 -4.904
H -0.290 -18.361 -3.548
H 0.675 -17.849 -2.246
H 1.406 -18.977 -3.441
H -1.067 -16.299 -4.244
H -0.019 -15.421 -3.207
H 0.037 -15.065 -4.932
C 4.914 -19.653 -3.190
O 5.352 -19.087 -4.186
N 5.220 -20.960 -2.865
C 6.019 -21.844 -3.703
C 4.494 -21.567 -1.781
H 4.253 -19.140 -2.474
H 5.461 -22.611 -4.240
H 6.856 -22.299 -3.175
H 6.525 -21.350 -4.533
H 3.762 -22.286 -2.149
H 5.042 -22.134 -1.029
H 3.855 -20.881 -1.224
C 0.700 -19.682 -0.019
O 0.789 -20.144 -1.172
N 1.228 -20.239 1.105
C 0.939 -19.554 2.356
C 2.130 -21.349 1.162
H 0.160 -18.739 0.156
H 0.686 -20.274 3.135
H 0.196 -18.757 2.376
H 1.763 -18.994 2.797
H 3.113 -21.024 1.506
H 1.723 -22.162 1.763
H 2.195 -21.809 0.177
C -1.332 -11.102 -1.940
O -1.795 -10.895 -0.810
N -1.052 -12.347 -2.406
C -0.341 -12.501 -3.632
C -1.294 -13.569 -1.629
H -1.118 -10.374 -2.737
H -0.176 -11.522 -4.081
H -1.030 -13.075 -4.252
H 0.649 -12.955 -3.675
H -1.917 -13.343 -0.763
H -1.893 -14.122 -2.352
H -0.425 -14.101 -1.240
C 8.935 -19.393 1.484
O 10.085 -19.009 1.271
N 8.013 -19.579 0.526
C 8.283 -19.436 -0.875
C 6.614 -19.898 0.898
H 8.555 -19.576 2.501
H 9.352 -19.441 -1.091
H 7.826 -18.518 -1.245
H 7.827 -20.309 -1.342
H 6.476 -20.209 1.934
H 5.984 -19.009 0.880
H 6.035 -20.586 0.282
C 2.445 -9.622 1.186
O 3.568 -9.246 1.561
N 2.001 -10.856 1.267
C 2.815 -11.962 1.756
C 0.563 -11.195 1.109
H 1.662 -8.903 0.900
H 2.269 -12.520 2.517
H 3.752 -11.585 2.167
H 3.114 -12.818 1.152
H 0.193 -11.497 2.088
H 0.044 -10.255 0.921
H 0.339 -11.989 0.397
```

The total charge is 0. Its HOMO-LUMO gap is 8.119 eV. As for the lowest unoccupied orbital energy: -0.08 eV. As for the highest occupied orbital energy: -8.20 eV.

=====

Here are the energies relative to the best structure, in hartree: A 0.0330; B 0.0000.

=====

A | A single C15H24O3 molecule, computed with the ωB97M-V functional and the def2-TZVPD basis.

XYZ file:
```
42
C15H24O3 (the ωB97M-V functional and the def2-TZVPD basis)
C -1.898 4.778 -0.287
C -0.772 3.804 0.022
C -0.287 4.108 1.425
C -1.367 2.398 0.102
C -0.395 1.318 0.406
O -1.144 0.226 0.921
C 0.310 0.806 -0.945
C 1.702 0.000 -0.757
C 2.828 0.798 -0.002
C 1.571 -1.368 -0.183
C 0.894 -2.351 -1.099
C 1.041 -3.805 -0.492
O 2.146 -4.327 -0.340
C -0.138 -4.592 -0.026
C -1.373 -4.116 0.578
C -2.205 -5.137 0.617
O -1.555 -6.347 0.186
C -0.319 -5.912 -0.291
H -2.640 4.573 0.413
H -1.684 5.811 -0.156
H -2.184 4.571 -1.378
H -0.008 3.882 -0.713
H -0.058 5.214 1.670
H 0.694 3.612 1.665
H -0.813 3.633 2.218
H -1.773 2.034 -0.876
H -2.166 2.460 0.858
H 0.390 1.609 1.070
H -0.516 -0.429 1.175
H 0.443 1.656 -1.616
H -0.397 0.267 -1.549
H 2.084 -0.162 -1.729
H 2.806 1.724 -0.405
H 3.864 0.430 -0.088
H 2.562 0.922 1.041
H 1.013 -1.453 0.751
H 2.541 -1.679 0.056
H 1.405 -2.433 -2.084
H -0.103 -1.886 -1.240
H -1.594 -3.082 0.873
H -3.222 -5.056 1.104
H 0.314 -6.499 -0.895
```

The total charge is 0. Its HOMO-LUMO gap is 9.991 eV. As for the lowest unoccupied orbital energy: 0.72 eV. As for the highest occupied orbital energy: -9.27 eV.

=====

B | A single C15H24O3 molecule, computed with the ωB97M-V functional and the def2-TZVPD basis.

XYZ file:
```
42
C15H24O3 (the ωB97M-V functional and the def2-TZVPD basis)
C -1.422 1.912 1.468
C -0.183 1.354 0.768
C 1.069 2.158 1.244
C -0.457 1.612 -0.761
C -0.330 0.445 -1.745
C 0.889 -0.362 -1.354
C 0.835 -0.955 0.084
C 2.255 -0.979 0.634
C 0.222 -2.413 -0.014
C 1.242 -3.420 -0.548
O 0.532 -4.529 -1.062
C -0.375 -3.000 1.337
C -1.707 -3.775 1.299
O 0.534 -3.261 2.393
C -0.310 -2.163 2.697
C 0.015 -0.678 2.472
O 0.184 0.051 3.447
C -0.130 -0.146 1.005
H -1.248 2.022 2.511
H -1.705 2.847 1.022
H -2.313 1.287 1.314
H 1.943 2.016 0.583
H 1.353 1.900 2.250
H 0.812 3.257 1.221
H 0.281 2.370 -1.045
H -1.455 2.032 -0.940
H -0.224 0.845 -2.751
H -1.233 -0.166 -1.668
H 1.787 0.272 -1.460
H 1.014 -1.185 -2.071
H 2.602 0.037 0.871
H 2.949 -1.332 -0.129
H 2.342 -1.614 1.561
H -0.600 -2.369 -0.725
H 1.990 -3.688 0.239
H 1.866 -2.962 -1.309
H -0.031 -4.887 -0.362
H -1.684 -4.513 2.108
H -1.820 -4.252 0.319
H -2.554 -3.048 1.425
H -0.920 -2.350 3.573
H -1.178 -0.497 0.744
```

The total charge is 0. Its HOMO-LUMO gap is 9.954 eV. As for the lowest unoccupied orbital energy: 0.61 eV. As for the highest occupied orbital energy: -9.34 eV.

=====

Here are the energies relative to the best structure, in hartree: A 0.0305; B 0.0000.